(1)
{
  "formula": "C9H7N2O2",
  "method": "ωB97M-V/def2-TZVPD",
  "mol_weight_g_mol": 175.17,
  "energy_ev": -16508.43332,
  "gap_ev": [5.111, 5.110],
  "total_charge": 1,
  "homo_ev": [-12.316, -12.316],
  "e_above_lowest_ev": 4.619,
  "elements": ["C", "C", "C", "C", "C", "C", "C", "C", "C", "N", "N", "O", "O", "H", "H", "H", "H", "H", "H", "H"],
  "positions_angstrom": [[3.678, 0.973, 0.491], [3.795, -0.229, -0.192], [2.300, 1.255, 0.444], [-3.467, -0.307, 0.695], [-2.663, -1.369, 0.566], [-1.810, 0.866, -0.962], [-1.210, -0.235, -0.940], [-3.213, 0.947, 0.018], [-1.322, -1.512, -0.335], [2.608, -0.533, -0.627], [1.675, 0.361, -0.263], [-3.777, 1.981, 0.088], [-0.662, -2.506, -0.299], [4.379, 1.677, 0.997], [4.601, -0.902, -0.494], [1.594, 2.052, 0.874], [-4.294, -0.509, 1.346], [-2.878, -2.273, 1.059], [-1.644, 1.740, -1.487], [2.310, -1.481, -0.978]],
  "mulliken_charge": [-0.715, -0.171, -0.080, -0.310, -0.307, -0.461, 0.215, 0.621, 0.480, 0.003, -0.292, -0.322, -0.390, 0.321, 0.415, 0.336, 0.427, 0.452, 0.539, 0.239]
}

---

(2)
{
  "formula": "C22H25N4O3V",
  "method": "ωB97M-V/def2-TZVPD",
  "mol_weight_g_mol": 444.41,
  "energy_ev": -61011.92878,
  "gap_ev": [5.517, 4.598],
  "s2": 0.796,
  "total_charge": -1,
  "homo_ev": [-2.871, -1.948],
  "spin_multiplicity": 2,
  "e_above_lowest_ev": 0.370,
  "elements": ["V", "O", "C", "C", "C", "C", "C", "C", "C", "N", "N", "C", "O", "C", "C", "C", "C", "C", "C", "H", "H", "H", "H", "H", "H", "H", "H", "H", "H", "N", "C", "O", "C", "C", "H", "H", "H", "H", "H", "H", "C", "C", "C", "C", "C", "N", "H", "H", "H", "H", "H", "H", "H", "H", "H"],
  "positions_angstrom": [[-0.105, 0.499, -0.359], [-2.131, 0.078, -0.441], [-2.652, -0.683, -1.350], [-3.975, -0.442, -1.800], [-4.563, -1.210, -2.781], [-3.885, -2.285, -3.359], [-2.609, -2.570, -2.916], [-1.973, -1.795, -1.942], [-0.703, -2.230, -1.400], [0.017, -1.471, -0.658], [1.018, -2.117, 0.077], [1.195, -1.437, 1.186], [0.599, -0.353, 1.515], [2.203, -2.005, 2.140], [2.873, -3.198, 1.877], [3.810, -3.687, 2.773], [4.088, -2.992, 3.944], [3.422, -1.804, 4.211], [2.486, -1.312, 3.312], [-4.509, 0.388, -1.351], [-5.571, -0.973, -3.106], [-4.353, -2.888, -4.126], [-2.072, -3.421, -3.323], [-0.400, -3.271, -1.522], [2.641, -3.728, 0.963], [4.325, -4.617, 2.562], [4.818, -3.377, 4.646], [3.635, -1.257, 5.121], [1.956, -0.386, 3.493], [-2.152, 2.765, 0.456], [-1.036, 2.538, -0.364], [0.129, 2.602, 0.119], [-1.233, 2.497, -1.863], [-0.370, 1.313, -2.325], [-1.903, 2.611, 1.425], [-2.908, 2.142, 0.189], [-0.935, 3.462, -2.300], [-2.293, 2.350, -2.084], [0.535, 1.661, -2.832], [-0.913, 0.667, -3.024], [3.943, -0.899, -2.916], [4.163, 0.222, -1.888], [4.586, 1.517, -2.591], [5.203, -0.204, -0.848], [2.877, 0.440, -1.219], [1.843, 0.597, -0.750], [4.857, -1.047, -3.497], [3.130, -0.642, -3.594], [3.683, -1.830, -2.413], [5.496, 1.335, -3.167], [4.783, 2.306, -1.866], [3.805, 1.861, -3.268], [6.153, -0.402, -1.349], [4.884, -1.108, -0.329], [5.358, 0.581, -0.107]],
  "mulliken_charge": [0.024, -0.839, 0.672, -0.541, -0.473, -0.592, -0.639, 0.550, -0.660, 0.429, -0.601, 0.528, -0.806, 0.208, -0.074, -0.688, -0.322, -0.605, -0.411, 0.365, 0.353, 0.362, 0.366, 0.286, 0.447, 0.376, 0.369, 0.375, 0.424, -0.672, 0.903, -0.659, -0.612, -0.647, 0.278, 0.282, 0.367, 0.207, 0.360, 0.288, -1.664, 2.155, -1.694, -1.619, -0.376, -0.237, 0.436, 0.373, 0.371, 0.409, 0.384, 0.362, 0.410, 0.333, 0.377]
}